{
  "formula": "C7H11N3O2",
  "method": "ωB97M-V/def2-TZVPD",
  "charge": 0,
  "energy_ha": -587.8094,
  "elements": ["C", "C", "C", "C", "C", "C", "C", "N", "N", "N", "O", "O", "H", "H", "H", "H", "H", "H", "H", "H", "H", "H", "H"],
  "positions_angstrom": [[1.552, -2.307, -0.115], [0.216, -1.751, 0.055], [2.715, -0.309, -0.375], [-1.552, 0.628, 1.421], [-2.080, -0.335, -0.924], [-0.638, 1.711, -0.592], [-1.058, 0.333, -0.072], [2.464, -1.479, -0.275], [0.153, -0.494, 0.060], [3.456, 0.673, 0.177], [4.627, 0.675, -0.090], [2.900, 1.527, 0.885], [1.485, -3.353, -0.475], [-0.559, -2.534, 0.190], [-0.876, 1.395, 1.942], [-2.676, 0.925, 1.430], [-1.416, -0.181, 2.047], [-1.712, -0.219, -1.941], [-2.057, -1.414, -0.488], [-3.079, 0.143, -0.635], [-1.543, 2.304, -0.522], [0.004, 2.349, -0.045], [-0.325, 1.712, -1.656]],
  "forces_ev_per_a": [[-2.39, -2.82, -0.50], [-0.17, 0.25, 0.82], [-1.23, 0.45, -1.73], [-0.64, 2.34, -1.09], [-1.05, -1.00, 2.16], [-1.44, -0.12, -1.68], [1.62, 1.32, 2.94], [2.22, -0.06, 0.29], [-0.36, 0.58, -0.39], [-0.40, 1.72, 2.39], [1.49, -0.23, -0.61], [-0.06, -0.84, -0.73], [1.23, 0.62, 0.48], [0.00, 0.73, -0.41], [-1.20, -0.64, -1.11], [2.07, -0.23, 0.04], [-0.09, -2.21, 1.08], [-0.75, -0.47, -0.26], [-0.70, 1.64, -1.51], [1.17, -0.78, -1.19], [-0.59, 0.18, -0.48], [1.35, -0.27, 0.96], [-0.09, -0.16, 0.52]],
  "mulliken_charge": [-0.501, 0.253, 0.091, -1.480, -1.190, -1.750, 1.322, -0.067, -0.403, 0.909, -0.563, -0.537, 0.334, 0.274, 0.325, 0.288, 0.483, 0.376, 0.290, 0.321, 0.476, 0.388, 0.361]
}